No. 1
14
Properties=species:S:1:pos:R:3:nbo_charge:R:1 method="wB97M-V/def2-TZVPD" smiles="C[C@H]1CNC(=O)O1" orbital_gap_ev=10.98 lumo_ev=0.723 de_lowest_kj_mol=19.9
C -1.456 -0.944 0.016 -0.63
C -0.333 -0.190 -0.663 0.08
C 0.009 1.161 -0.002 -0.24
N 1.252 0.878 0.687 -0.65
C 1.736 -0.383 0.315 0.88
O 2.756 -0.905 0.672 -0.58
O 0.860 -0.970 -0.538 -0.49
H -1.206 -1.103 1.071 0.22
H -1.585 -1.920 -0.460 0.23
H -2.392 -0.382 -0.048 0.21
H -0.530 -0.056 -1.731 0.19
H -0.771 1.498 0.692 0.20
H 0.172 1.947 -0.745 0.19
H 1.929 1.606 0.540 0.40


No. 2
55
Properties=species:S:1:pos:R:3:nbo_charge:R:1 method="wB97M-V/def2-TZVPD" smiles="CCC[C@@H]1[C@H](P(=N)(O)O)[C@H](CCF)C[N@H+]([PH2]=S)[C@H]1CCOCC" orbital_gap_ev=7.92 total_charge=+1 lumo_ev=-3.362
C 1.745 -3.222 1.713 -0.63
C 1.573 -1.581 1.444 -0.41
C 0.230 -1.369 0.469 -0.45
C -0.375 0.148 0.559 -0.23
C -2.034 0.224 0.605 -0.56
P -2.825 -0.860 1.975 2.11
N -4.320 -0.314 2.390 -1.31
O -1.835 -0.743 3.406 -0.94
O -2.963 -2.550 1.572 -1.00
C -2.729 0.061 -0.896 -0.24
C -2.794 -1.481 -1.442 -0.47
C -4.276 -2.185 -1.368 0.03
F -5.238 -1.525 -0.456 -0.37
C -1.925 0.985 -2.007 -0.27
N -0.842 1.863 -1.420 -0.67
P 0.054 2.637 -2.801 0.88
S -1.121 3.561 -4.057 -0.43
C 0.213 1.127 -0.617 -0.09
C 1.348 2.144 -0.005 -0.48
C 2.830 1.985 -0.763 -0.08
O 3.823 2.487 0.205 -0.56
C 4.349 1.398 1.058 -0.09
C 5.535 0.654 0.176 -0.66
H 2.685 -3.401 2.412 0.24
H 0.791 -3.682 2.262 0.23
H 1.897 -3.709 0.634 0.22
H 2.509 -1.249 0.817 0.20
H 1.483 -1.025 2.470 0.22
H 0.605 -1.634 -0.634 0.21
H -0.506 -2.228 0.768 0.25
H -0.018 0.591 1.606 0.24
H -2.268 1.351 0.916 0.26
H -4.281 0.001 3.410 0.39
H -1.576 0.246 3.418 0.49
H -3.853 -2.942 1.866 0.55
H -3.804 0.569 -0.786 0.29
H -2.467 -1.527 -2.588 0.22
H -2.049 -2.226 -0.889 0.25
H -4.126 -3.291 -0.944 0.19
H -4.708 -2.344 -2.468 0.20
H -2.719 1.723 -2.502 0.29
H -1.445 0.375 -2.883 0.24
H -1.195 2.655 -0.836 0.46
H 1.036 3.603 -2.363 0.06
H 0.755 1.536 -3.471 0.04
H 0.781 0.422 -1.393 0.24
H 1.561 2.020 1.139 0.27
H 1.029 3.283 -0.158 0.22
H 2.997 0.844 -1.060 0.19
H 2.919 2.654 -1.722 0.20
H 4.752 1.792 2.108 0.22
H 3.437 0.695 1.312 0.17
H 4.998 -0.039 -0.601 0.20
H 6.100 1.504 -0.410 0.24
H 6.257 -0.010 0.834 0.24


No. 3
61
Properties=species:S:1:pos:R:3:nbo_charge:R:1 method="wB97M-V/def2-TZVPD" orbital_gap_ev=7.53 lumo_ev=-0.350 de_lowest_kj_mol=6.9
Ir -0.313 0.238 0.615 0.99
O 3.354 -2.030 0.707 -0.78
Cl 2.690 -0.784 0.824 2.55
O 2.932 -0.150 2.081 -0.82
O 1.209 -1.136 0.759 -0.83
O 2.978 0.095 -0.264 -0.83
N 2.771 -5.272 4.821 -0.79
C 1.757 -4.370 4.567 0.18
C 2.060 -3.045 4.227 -0.22
C 1.049 -2.135 4.011 -0.16
C -0.279 -2.533 4.120 -0.42
C -0.596 -3.841 4.449 -0.13
C 0.417 -4.752 4.682 -0.29
S -1.542 -1.374 3.757 2.36
O -2.819 -1.982 3.987 -0.94
O -1.233 -0.137 4.433 -0.97
N -1.344 -1.036 2.166 -0.95
C -1.595 -1.974 1.230 0.58
N -1.933 -3.246 1.443 -0.47
C -2.068 -3.985 0.353 0.13
C -1.845 -3.523 -0.946 -0.36
C -1.428 -2.215 -1.075 0.12
N -1.328 -1.447 0.002 -0.50
H 3.679 -5.049 4.451 0.38
H 2.535 -6.247 4.779 0.38
H 3.093 -2.735 4.128 0.21
H 1.298 -1.116 3.745 0.24
H -1.635 -4.134 4.508 0.24
H 0.175 -5.775 4.947 0.21
H -2.349 -5.020 0.517 0.20
H -1.954 -4.168 -1.803 0.23
H -1.170 -1.765 -2.025 0.22
N 3.362 5.673 3.403 -0.81
C 2.892 4.557 4.020 0.64
O 3.057 4.329 5.198 -0.58
C 2.143 3.594 3.137 -0.08
C 1.168 2.791 3.706 -0.20
C 0.482 1.896 2.911 0.05
N 0.741 1.752 1.600 -0.43
C 1.698 2.509 1.056 0.06
C 2.410 3.440 1.785 -0.19
H 3.832 6.358 3.970 0.41
H 3.085 5.921 2.472 0.40
H 0.950 2.851 4.763 0.26
H -0.283 1.256 3.334 0.27
H 1.937 2.330 0.021 0.23
H 3.195 3.997 1.291 0.22
Cl -2.196 1.601 0.289 0.17
C -2.256 1.446 -1.479 0.07
C -3.448 1.673 -2.131 -0.26
C -3.472 1.488 -3.507 -0.21
C -2.320 1.086 -4.167 -0.20
C -1.140 0.876 -3.466 -0.20
C -1.074 1.057 -2.086 -0.09
C 0.189 0.887 -1.272 -0.63
H -4.334 1.966 -1.585 0.23
H -4.392 1.646 -4.053 0.22
H -2.339 0.931 -5.238 0.22
H -0.243 0.569 -3.992 0.22
H 0.701 1.855 -1.319 0.20
H 0.851 0.171 -1.765 0.22


No. 4
84
Properties=species:S:1:pos:R:3:lowdin_charge:R:1 method="wB97M-V/def2-TZVPD" orbital_gap_ev=6.77 lumo_ev=0.544 de_lowest_kj_mol=122.5
Yb 0.381 0.256 0.031 0.55
C -3.753 1.059 -4.822 -0.07
C -2.818 0.228 -3.975 -0.31
O -2.515 0.977 -2.779 -0.36
P -2.205 0.193 -1.413 -0.19
S -1.900 1.621 -0.070 0.32
S -0.877 -1.250 -1.753 0.26
O -3.568 -0.591 -1.103 -0.36
C -4.794 0.155 -0.942 -0.30
C -5.913 -0.633 -1.579 -0.07
H -3.998 0.522 -5.741 0.08
H -3.286 2.009 -5.085 0.08
H -4.678 1.268 -4.282 0.07
H -1.883 0.024 -4.496 0.11
H -3.270 -0.729 -3.713 0.10
H -4.695 1.139 -1.400 0.10
H -4.964 0.294 0.124 0.11
H -5.753 -0.730 -2.656 0.07
H -6.868 -0.130 -1.411 0.08
H -5.963 -1.634 -1.148 0.08
C 5.712 -3.639 -2.617 -0.08
C 4.579 -2.646 -2.294 -0.63
C 4.927 -1.285 -2.917 -0.10
C 3.281 -3.122 -2.968 -0.11
Si 4.408 -2.483 -0.406 0.54
Br 2.374 -1.431 -0.155 0.66
C 4.156 -4.124 0.521 -0.63
C 5.530 -4.774 0.776 -0.08
C 3.297 -5.086 -0.316 -0.10
C 3.428 -3.942 1.865 -0.11
C 5.597 -1.249 0.424 -0.63
C 7.048 -1.619 0.056 -0.08
C 5.441 -1.304 1.951 -0.10
C 5.328 0.207 0.008 -0.11
H 5.870 -3.661 -3.702 0.09
H 5.471 -4.656 -2.299 0.06
H 6.661 -3.357 -2.150 0.07
H 4.958 -1.396 -4.008 0.09
H 5.904 -0.919 -2.597 0.06
H 4.174 -0.527 -2.681 0.08
H 3.438 -3.124 -4.054 0.09
H 2.441 -2.458 -2.754 0.04
H 2.995 -4.132 -2.675 0.06
H 6.104 -4.913 -0.145 0.07
H 5.379 -5.763 1.226 0.09
H 6.139 -4.187 1.468 0.07
H 3.791 -5.390 -1.240 0.06
H 2.325 -4.650 -0.564 0.08
H 3.116 -5.993 0.274 0.09
H 3.972 -3.312 2.566 0.06
H 3.309 -4.930 2.329 0.09
H 2.433 -3.515 1.730 0.05
H 7.301 -2.646 0.336 0.07
H 7.735 -0.951 0.592 0.09
H 7.243 -1.504 -1.013 0.07
H 5.753 -2.264 2.365 0.06
H 4.412 -1.104 2.262 0.08
H 6.081 -0.531 2.395 0.09
H 5.463 0.382 -1.056 0.06
H 6.038 0.853 0.542 0.09
H 4.319 0.526 0.277 0.04
C 2.874 4.978 6.188 -0.05
C 2.503 4.050 5.061 -0.26
C 1.605 3.013 5.251 -0.01
C 1.251 2.137 4.229 -0.17
C 0.254 1.053 4.580 -0.04
C 1.821 2.319 2.953 -0.03
C 2.761 3.354 2.745 -0.17
C 3.510 3.593 1.451 -0.03
C 3.077 4.192 3.807 -0.02
C 1.396 1.444 1.823 -0.56
O 1.670 1.744 0.614 -0.15
O 0.720 0.384 2.038 -0.16
H 2.143 4.930 6.995 0.07
H 2.940 6.010 5.841 0.08
H 3.847 4.707 6.603 0.08
H 1.154 2.878 6.229 0.11
H -0.032 1.152 5.627 0.07
H 0.668 0.062 4.419 0.08
H -0.643 1.117 3.965 0.09
H 2.842 3.717 0.605 0.08
H 4.158 2.747 1.218 0.07
H 4.132 4.484 1.550 0.07
H 3.797 4.988 3.643 0.12


No. 5
22
Properties=species:S:1:pos:R:3:nbo_charge:R:1 method="wB97M-V/def2-TZVPD" orbital_gap_ev=9.29 lumo_ev=0.605 de_lowest_kj_mol=0.0
C 1.996 -1.013 -0.872 0.71
C -1.431 0.083 -0.022 0.78
C 2.576 -1.564 0.427 -0.54
C -0.045 0.349 -0.455 -0.15
C 1.349 -1.105 1.013 -0.09
C 0.510 1.457 0.681 -0.50
C -3.658 0.236 -0.652 -0.31
N 0.797 -0.796 -0.251 -0.43
O 2.304 -0.817 -1.992 -0.55
O -1.688 -0.502 1.005 -0.60
O -2.270 0.524 -0.916 -0.49
S 1.395 0.528 1.974 0.16
S 1.603 2.713 -0.066 0.01
H 2.582 -2.682 0.596 0.24
H 3.430 -1.037 0.725 0.25
H 0.007 0.864 -1.371 0.26
H 0.868 -1.744 1.763 0.23
H -0.398 1.998 1.103 0.24
H -4.078 -0.380 -1.507 0.21
H -4.265 1.205 -0.725 0.20
H -3.689 -0.156 0.452 0.24
H 2.105 1.837 -0.912 0.12


No. 6
71
Properties=species:S:1:pos:R:3:mulliken_spin:R:1 method="wB97M-V/def2-TZVPD" multiplicity=4 orbital_gap_ev="8.49 / 3.87" total_charge=+4 lumo_ev="-14.431 / -18.788" de_lowest_kj_mol=0.0
Re 0.295 -0.040 0.254 1.35
C 1.419 1.595 0.117 -0.06
O 2.089 2.553 0.025 0.07
C 1.074 -0.414 1.979 0.02
O 1.553 -0.662 3.026 0.14
C -0.617 -1.794 0.382 -0.05
O -1.146 -2.838 0.509 0.06
C 3.742 -0.453 -0.793 0.11
P 1.986 -1.125 -0.993 0.11
H 2.333 -1.608 -3.311 0.02
H 3.628 0.613 -1.054 0.02
C 2.341 -2.974 -0.983 0.15
H 3.291 -3.056 -1.534 -0.01
C 4.754 -1.088 -1.752 0.03
H 4.412 -1.131 -2.791 0.00
H 5.036 -2.099 -1.429 0.01
H 5.669 -0.479 -1.732 0.02
C 4.264 -0.525 0.645 0.01
H 4.541 -1.548 0.930 0.00
C 0.246 -1.128 -3.269 -0.01
H 3.549 -0.143 1.383 0.00
H 5.172 0.092 0.710 0.02
C 2.189 0.542 -3.289 0.01
H -0.503 -0.875 -2.505 0.00
H 0.010 -0.536 -4.164 0.00
H 0.100 -2.185 -3.520 0.00
C 1.694 -0.844 -2.835 0.11
H 1.692 0.810 -4.231 0.01
H 3.272 0.539 -3.470 0.00
H 1.971 1.330 -2.554 0.00
C 1.308 -3.825 -1.722 0.04
H 0.309 -3.717 -1.282 0.01
H 1.605 -4.879 -1.622 0.03
H 1.264 -3.598 -2.792 0.00
C 2.561 -3.510 0.433 0.02
H 1.684 -3.331 1.072 0.00
H 3.439 -3.077 0.922 0.00
H 2.717 -4.596 0.371 0.02
H -0.128 0.846 -1.591 0.00
H -0.845 0.983 -1.171 0.03
C -0.696 2.224 3.257 0.01
C -1.648 1.076 2.897 0.07
C -2.930 1.124 3.723 0.07
P -1.848 0.923 1.034 0.27
C -3.354 -0.166 0.696 0.04
C -4.729 0.380 1.087 0.03
C -3.423 -0.571 -0.783 0.01
C -2.447 2.575 0.373 0.05
C -3.431 3.332 1.269 0.04
C -1.310 3.528 -0.001 0.02
H -1.151 3.211 3.099 0.00
H 0.254 2.180 2.704 0.00
H -0.448 2.135 4.325 0.00
H -1.143 0.126 3.150 0.00
H -3.543 2.003 3.495 0.00
H -3.527 0.214 3.602 0.00
H -2.649 1.191 4.784 0.02
H -3.132 -1.056 1.307 0.00
H -5.032 1.201 0.426 0.00
H -5.459 -0.429 0.941 0.01
H -4.811 0.695 2.130 0.00
H -2.598 -1.226 -1.081 0.00
H -4.356 -1.128 -0.948 0.00
H -3.437 0.311 -1.437 0.00
H -2.970 2.283 -0.553 -0.01
H -2.962 3.667 2.202 0.00
H -3.746 4.234 0.724 0.03
H -4.342 2.774 1.502 0.00
H -0.723 3.161 -0.850 0.00
H -1.751 4.493 -0.289 0.00
H -0.632 3.706 0.846 0.00